Entry 1:
{"formula": "C3H5N3O", "method": "ωB97M-V/def2-TZVPD", "species": ["O", "C", "C", "N", "N", "C", "N", "H", "H", "H", "H", "H"], "xyz": [[-2.6374, 0.8580, -0.1837], [-1.6911, -0.0988, 0.1967], [-0.2117, 0.2072, -0.0684], [0.4242, 1.1494, -0.6023], [2.2911, 0.5794, -0.0455], [1.8762, -0.6318, 0.3452], [0.6644, -1.0093, 0.5056], [-2.4147, 1.1674, -1.0691], [-1.8796, -1.0893, -0.2493], [-1.7743, -0.2222, 1.2835], [2.9773, 0.6377, -0.8069], [2.3756, -1.5476, 0.6942]], "atomic_forces_ev_per_a": [[0.33, 0.17, -0.26], [0.51, -0.03, 0.02], [2.26, -1.83, 0.93], [1.37, -0.99, 1.09], [-2.52, 0.19, -1.01], [-0.66, -1.13, 0.44], [-2.45, 2.58, -1.06], [-0.15, 0.03, 0.02], [0.12, 0.25, 0.03], [0.09, 0.01, -0.23], [-0.38, -0.05, 0.31], [1.48, 0.81, -0.28]], "total_charge": 0, "relative_energy_kcal_mol": 106.0, "homo_energy_ev": [-9.89, -9.89], "largest_force_ev_per_a": 3.7, "energy_ev": -9705.98535}

Entry 2:
{"formula": "C3H5N3O", "method": "ωB97M-V/def2-TZVPD", "species": ["H", "N", "C", "N", "N", "C", "C", "O", "H", "H", "H", "H"], "xyz": [[-0.2208, -2.4058, -1.0239], [-0.9079, -1.9185, -0.5471], [-0.5886, -0.7976, 0.0287], [-1.5257, 0.0807, 0.5779], [-0.9416, 1.2866, 1.0462], [0.2886, 1.2518, 0.5504], [0.7496, -0.0363, 0.0470], [0.9811, 0.4778, -1.3998], [-2.4391, -0.1801, 0.5294], [1.0746, 2.1592, 0.9570], [1.5167, -0.5653, 0.5108], [2.0131, 0.6476, -1.2765]], "atomic_forces_ev_per_a": [[2.03, -0.78, -0.78], [-1.83, 3.10, 2.43], [-0.47, -1.30, -1.73], [4.65, -0.48, 0.24], [1.47, -0.84, -2.71], [0.44, 3.39, 5.93], [-3.32, 1.84, -3.68], [4.18, -1.47, 2.13], [-3.12, 0.05, 0.35], [-2.50, -2.68, -1.51], [1.61, -0.60, 0.47], [-3.13, -0.23, -1.14]], "total_charge": 0, "relative_energy_kcal_mol": 97.6, "homo_energy_ev": -8.84, "smiles": "[H]/N=C1/NN=C[C@@H]1O", "largest_force_ev_per_a": 6.8, "energy_ev": -9706.35321}

Entry 3:
{"formula": "C3H5N3O", "method": "ωB97M-V/def2-TZVPD", "species": ["C", "N", "N", "O", "C", "C", "N", "H", "H", "H", "H", "H"], "xyz": [[2.0774, 0.6713, -0.1007], [0.8718, 0.4349, -0.4136], [0.2618, -0.6964, -0.1885], [0.8636, -1.7104, 0.6026], [-1.1424, -0.7145, -0.1863], [-1.8853, 0.3588, -0.1826], [-2.6028, 1.3246, -0.0362], [2.7276, -0.0210, 0.4277], [2.4803, 1.6198, -0.4052], [0.8597, -1.4399, 1.5354], [-1.5820, -1.6980, -0.2273], [-2.9296, 1.8709, -0.8255]], "atomic_forces_ev_per_a": [[0.33, -0.26, 0.33], [0.05, 0.74, -0.25], [0.31, -1.10, 0.08], [-0.05, 0.36, -0.44], [-0.03, -0.57, 0.30], [-0.04, 0.19, 0.05], [-0.33, 0.36, 0.39], [-0.12, -0.13, -0.03], [0.02, 0.23, -0.05], [-0.21, 0.33, 0.00], [-0.09, 0.01, -0.09], [0.16, -0.16, -0.27]], "total_charge": 0, "relative_energy_kcal_mol": 124.1, "homo_energy_ev": -7.91, "smiles": "C=NN(O)C=C=N", "largest_force_ev_per_a": 1.1, "energy_ev": -9705.20188}

Entry 4:
{"formula": "C3H5N3O", "method": "ωB97M-V/def2-TZVPD", "species": ["O", "C", "C", "N", "C", "N", "N", "H", "H", "H", "H", "H"], "xyz": [[1.9362, -0.3846, -1.2008], [1.7149, -0.3977, 0.1891], [0.2556, -0.0466, 0.3168], [-0.5719, 0.0887, 1.3811], [-1.7312, 0.3495, 0.8088], [-1.6051, 0.4034, -0.5241], [-0.3477, 0.1285, -0.8467], [1.0831, 0.0263, -1.5630], [2.3606, 0.3083, 0.7407], [1.9023, -1.3801, 0.6609], [-2.6902, 0.4628, 1.2838], [-2.3066, 0.4414, -1.2465]], "atomic_forces_ev_per_a": [[0.05, 0.33, -0.18], [-0.31, 0.11, 0.33], [-0.12, 0.03, -0.30], [-0.15, -0.04, -0.12], [-0.26, -0.06, 0.18], [-0.41, -0.15, 0.25], [-0.17, 0.15, 0.16], [1.69, -0.82, 0.02], [-0.26, 0.01, -0.28], [-0.09, 0.16, -0.46], [0.03, 0.12, 0.22], [0.00, 0.16, 0.18]], "total_charge": 0, "relative_energy_kcal_mol": 35.5, "homo_energy_ev": -9.92, "smiles": "OCc1nc[nH]n1", "largest_force_ev_per_a": 1.9, "energy_ev": -9709.04389}

Entry 5:
{"formula": "C3H5N3O", "method": "ωB97M-V/def2-TZVPD", "species": ["N", "C", "C", "N", "C", "O", "N", "H", "H", "H", "H", "H"], "xyz": [[2.0468, 1.3415, -0.4771], [0.8926, -0.7099, -0.0242], [0.0264, -1.7532, 0.0336], [-1.2547, -1.1651, 0.1080], [-1.0504, 0.1687, 0.0837], [-2.0705, 1.0384, 0.1474], [0.2306, 0.4199, 0.0212], [2.5867, 2.2318, -0.5346], [2.1202, 1.0978, 0.5122], [0.1683, -2.8222, 0.0268], [-2.1569, -1.6194, 0.0970], [-1.7014, 1.9227, 0.0102]], "atomic_forces_ev_per_a": [[0.20, 0.27, 0.06], [-0.33, 0.08, 0.05], [0.08, -0.12, 0.03], [-0.05, 0.12, -0.04], [0.04, -0.18, 0.01], [0.17, 0.06, -0.04], [-0.03, -0.33, 0.02], [-0.03, -0.06, 0.01], [0.00, 0.02, -0.14], [-0.08, 0.17, 0.01], [0.12, 0.08, 0.00], [-0.09, -0.11, 0.03]], "total_charge": 0, "relative_energy_kcal_mol": 162.8, "homo_energy_ev": -8.37, "largest_force_ev_per_a": 0.3, "energy_ev": -9703.52552}

Entry 6:
{"formula": "C3H5N3O", "method": "ωB97M-V/def2-TZVPD", "species": ["O", "C", "C", "N", "C", "N", "N", "H", "H", "H", "H", "H"], "xyz": [[1.2728, 1.5355, -1.6110], [-0.0124, 1.1462, -1.2076], [-0.0764, 0.1612, -0.0726], [-1.2905, -0.1402, 0.4711], [-0.9880, -1.0347, 1.3812], [0.3368, -1.2596, 1.3837], [0.9434, -0.4954, 0.4440], [1.7683, 0.7441, -1.8534], [-0.6032, 0.7253, -2.0370], [-0.5309, 2.0532, -0.8847], [-1.6883, -1.5289, 2.0411], [0.8684, -1.9066, 1.9451]], "atomic_forces_ev_per_a": [[0.18, -0.24, -0.03], [-0.31, 0.02, 0.10], [0.05, 0.07, -0.12], [0.12, -0.09, 0.11], [0.03, -0.05, 0.03], [-0.11, -0.13, 0.08], [-0.29, 0.14, -0.14], [0.02, 0.09, 0.09], [0.13, 0.08, 0.09], [0.05, -0.09, -0.05], [0.16, 0.03, -0.04], [-0.04, 0.16, -0.10]], "total_charge": 0, "relative_energy_kcal_mol": 26.8, "homo_energy_ev": -9.96, "smiles": "OCc1nc[nH]n1", "largest_force_ev_per_a": 0.4, "energy_ev": -9709.42229}

Entry 7:
{"formula": "C3H5N3O", "method": "ωB97M-V/def2-TZVPD", "species": ["N", "C", "N", "C", "N", "C", "O", "H", "H", "H", "H", "H"], "xyz": [[-0.8964, -1.8565, 0.0931], [-0.4055, -0.6557, -0.2175], [-0.5061, -0.1542, -1.4689], [-0.0286, 1.0734, -1.3322], [0.6805, 1.2482, -0.1797], [0.3101, 0.1747, 0.6304], [0.5414, 0.1180, 1.9427], [-0.5727, -2.3268, 0.9289], [-1.1940, -2.4601, -0.6623], [-0.0861, 1.8443, -2.0908], [1.0758, 2.1221, 0.1336], [1.0817, 0.8727, 2.2228]], "atomic_forces_ev_per_a": [[-1.31, -2.73, 0.80], [1.98, 0.87, 1.22], [-0.61, 2.09, 0.58], [1.16, -0.21, -1.70], [-1.49, 0.11, 0.44], [-0.39, 0.15, -2.52], [0.65, -0.02, 1.47], [-0.02, 0.18, -0.41], [0.17, 0.28, 0.23], [0.33, -0.22, 0.00], [-0.22, -0.08, -0.06], [-0.24, -0.42, -0.05]], "total_charge": 0, "relative_energy_kcal_mol": 36.1, "homo_energy_ev": -6.76, "smiles": "Nc1nc[nH]c1O", "largest_force_ev_per_a": 3.1, "energy_ev": -9709.01781}

Entry 8:
{"formula": "C3H5N3O", "method": "ωB97M-V/def2-TZVPD", "species": ["C", "N", "N", "C", "N", "C", "O", "H", "H", "H", "H", "H"], "xyz": [[-1.6354, -0.3893, 0.2590], [-0.3001, -0.0281, -0.2092], [0.7312, -0.9443, -0.1434], [1.9125, -0.0599, 0.1775], [1.5926, 1.2123, 0.2810], [0.2362, 1.2806, -0.0953], [-0.4882, 2.2276, -0.1893], [-2.0438, -1.3376, -0.2570], [-1.6179, -0.4869, 1.3132], [-2.2830, 0.4936, 0.0525], [0.8565, -1.4663, -1.0929], [3.0395, -0.5017, -0.0962]], "atomic_forces_ev_per_a": [[-0.60, 0.08, -1.77], [0.62, 0.32, -0.87], [2.77, 0.29, -0.60], [-0.03, -0.71, -2.85], [0.97, -2.52, -0.57], [-1.82, -1.15, 1.17], [0.26, 1.06, -0.04], [0.76, 1.62, 0.80], [-0.04, -0.55, 1.18], [0.42, -0.80, -0.15], [-0.04, 1.12, 2.21], [-3.26, 1.23, 1.48]], "total_charge": 0, "relative_energy_kcal_mol": 60.3, "homo_energy_ev": -9.20, "smiles": "Cn1[nH]cnc1=O", "largest_force_ev_per_a": 3.8, "energy_ev": -9707.97043}

Entry 9:
{"formula": "C3H5N3O", "method": "ωB97M-V/def2-TZVPD", "species": ["C", "C", "C", "N", "N", "N", "O", "H", "H", "H", "H", "H"], "xyz": [[-1.8669, 0.9569, 0.0810], [-0.5908, 0.4679, -0.2172], [0.0282, 0.5323, 1.0617], [-2.1164, 1.1989, 1.3400], [0.0048, 0.0886, -1.3633], [1.2134, 0.0719, 1.6223], [-0.8407, 1.0344, 1.9862], [-2.6594, 0.8187, -0.5981], [-0.5525, 0.1667, -2.2141], [0.1978, -0.9068, -1.3093], [1.7534, -0.4307, 0.9796], [1.1342, -0.0578, 2.5690]], "atomic_forces_ev_per_a": [[1.11, -1.18, -3.94], [-2.18, 1.54, 1.72], [1.84, -0.26, 1.42], [-0.31, 0.41, 2.39], [0.13, -1.35, -1.56], [-2.07, 1.85, -3.12], [0.18, 0.21, 0.91], [-0.96, 0.27, -0.68], [-0.12, 0.48, 0.46], [0.76, -0.05, 0.01], [1.22, -1.04, -0.11], [0.39, -0.87, 2.50]], "total_charge": 0, "relative_energy_kcal_mol": 9.9, "homo_energy_ev": [-4.42, -9.41], "s_squared": 2.012, "spin_multiplicity": 3, "largest_force_ev_per_a": 4.3, "energy_ev": -9704.34240}

Entry 10:
{"formula": "C3H5N3OS", "method": "ωB97M-V/def2-TZVPD", "species": ["H", "N", "C", "N", "O", "C", "C", "N", "S", "H", "H", "H", "H"], "xyz": [[0.7136, -2.4616, 0.2082], [-0.1872, -2.1181, -0.0107], [-0.0894, -0.8801, 0.1409], [1.1159, -0.1120, 0.2161], [2.2061, -0.7367, -0.2377], [0.8396, 1.2388, 0.0803], [-0.4482, 1.4543, -0.1631], [-1.0988, 0.1156, -0.2313], [-2.7392, -0.3766, -0.1633], [2.1002, -0.5079, -1.1833], [1.6005, 1.9853, 0.1600], [-1.0092, 2.4431, -0.0512], [-3.0039, -0.0440, 1.2352]], "atomic_forces_ev_per_a": [[1.19, -1.08, 0.18], [-1.13, 0.04, 0.52], [-0.34, 2.96, -2.54], [-3.29, -0.13, 2.46], [1.34, 0.36, -1.61], [0.49, 0.36, -0.65], [-2.18, -0.48, 0.67], [1.09, -0.22, 1.41], [0.42, 1.42, 1.95], [1.00, -0.86, -0.05], [0.34, 0.12, 0.18], [0.73, -1.91, -0.50], [0.33, -0.56, -2.02]], "total_charge": 0, "relative_energy_kcal_mol": 97.8, "homo_energy_ev": -8.15, "smiles": "[H]/N=c1\\n(O)ccn1S", "largest_force_ev_per_a": 4.1, "energy_ev": -20541.41763}

Entry 11:
{"formula": "C3H5N3OS", "method": "ωB97M-V/def2-TZVPD", "species": ["C", "C", "C", "N", "N", "N", "O", "S", "H", "H", "H", "H", "H"], "xyz": [[0.7043, 1.2972, -0.3697], [-0.4195, -1.1183, -1.2873], [-0.9182, -1.6266, 0.9701], [0.2238, 0.3716, 0.3792], [-0.4174, -0.7157, -0.0760], [1.0567, 2.5348, 0.1176], [-0.5453, -1.9791, -2.0970], [0.6777, 1.0464, -2.0625], [-2.0323, -1.8074, 0.7244], [-0.2977, -2.4569, 0.9199], [-0.7815, -1.0280, 1.8671], [0.7351, 2.6846, 0.9920], [2.0143, 2.7973, -0.0777]], "atomic_forces_ev_per_a": [[-0.89, -0.92, -2.12], [1.49, 0.10, -4.21], [-2.60, 1.91, -0.83], [0.22, 1.80, 3.19], [0.06, -0.13, 0.05], [1.35, -0.96, -2.79], [-0.34, 1.35, 1.87], [-0.55, -1.57, 0.00], [1.88, -0.10, 0.72], [0.69, -1.89, 0.35], [-0.22, -0.43, 0.15], [-0.80, 0.64, 3.55], [-0.29, 0.18, 0.06]], "total_charge": 0, "relative_energy_kcal_mol": 67.0, "homo_energy_ev": -8.44, "largest_force_ev_per_a": 4.5, "energy_ev": -20542.75247}

Entry 12:
{"formula": "C3H5N3S", "method": "ωB97M-V/def2-TZVPD", "species": ["C", "C", "C", "H", "H", "H", "H", "H", "N", "N", "N", "S"], "xyz": [[0.6299, 0.4630, 0.3602], [0.8332, -0.2028, -1.0607], [-1.0456, -0.6897, -0.4423], [-1.9574, -0.0097, 2.9024], [1.4543, 0.4887, 1.0953], [0.2160, 1.5839, 0.3477], [2.3987, -0.4414, -2.4408], [-2.1221, -1.1972, -0.3425], [-0.5723, -0.2430, 0.8187], [2.0756, 0.0845, -1.4312], [-0.3534, -0.6395, -1.5503], [-1.5568, 0.8030, 1.7434]], "atomic_forces_ev_per_a": [[-0.94, 2.05, 0.35], [5.85, 4.83, 1.51], [-4.12, -1.89, 0.68], [0.91, 1.00, -2.03], [-0.27, -0.52, -0.73], [1.54, -1.86, -0.83], [-1.60, 1.96, 3.17], [2.34, 1.39, -0.73], [0.41, -0.56, -1.73], [-1.61, -3.82, -3.34], [-1.09, -1.32, 1.79], [-1.42, -1.27, 1.89]], "total_charge": 0, "relative_energy_kcal_mol": 80.7, "homo_energy_ev": -9.29, "largest_force_ev_per_a": 7.7, "energy_ev": -18494.39704}